{
  "formula": "C2H5OP",
  "method": "ωB97M-V with the def2-TZVPD basis set",
  "symbols": ["C", "C", "O", "P", "H", "H", "H", "H", "H"],
  "positions_angstrom": [[0.49991, -0.42802, 0.47796], [-0.58043, -0.63183, -0.56907], [1.26473, 2.53585, -0.68231], [-0.25775, 1.07780, 0.04205], [0.60916, -0.99069, 1.43666], [1.48368, -0.43006, -0.11348], [-0.41847, -0.88459, -1.55521], [-1.42073, -1.24828, -0.14788], [-1.18009, 0.99981, 1.11127]],
  "lowdin_charge": [-0.450, -0.338, -0.457, 0.947, 0.096, 0.096, 0.033, 0.091, -0.018],
  "e_tot_ev": -13485.2463,
  "e_above_lowest_ev": 5.6290,
  "gap_ev": [8.63, 8.68]
}